1.
Here is a 3-piece molecular cluster, C23H42BrClIN2O12P2S overall at a distorted geometry from OMol25. Energies are from ωB97M-V/def2-TZVPD.

Summary:
Total charge   +1
E   -6326.4888 a.u.

Last column: Löwdin charge in e.
Geometry (Å):
C -2.732 0.560 4.463  -0.1167
C -2.189 -0.669 3.704  -0.3604
C -0.640 -0.604 3.684  -0.6658
I -0.030 -1.923 5.315  1.0140
N -0.016 -0.929 2.333  -0.4270
Cl -0.686 -2.514 1.922  0.9014
C -0.281 0.213 1.387  -0.2824
P -1.827 0.387 0.375  0.2669
O -1.559 1.019 -1.092  -0.1862
O -2.612 -0.979 0.154  -0.2411
S -2.990 1.668 1.255  0.4063
C 0.897 0.547 0.456  -0.2447
C 1.260 2.016 0.424  -0.1454
C 2.117 2.363 -0.759  -0.8048
O 2.191 1.774 -1.735  0.0911
Br 3.151 4.020 -0.572  0.7334
C 1.991 -0.504 0.933  -0.1643
C 2.177 -1.424 -0.269  -0.1963
O 1.032 -2.199 -0.556  -0.1416
C 0.872 -2.438 -1.945  -0.2409
O 0.220 -3.638 -2.143  -0.0698
C -0.995 -3.557 -2.886  -0.1530
C -2.191 -3.473 -1.908  -0.2188
O -2.652 -4.797 -1.664  -0.0530
C 1.502 -1.118 2.277  -0.4530
C 2.322 -0.262 3.319  -0.2525
N 1.885 1.146 3.413  -0.0856
C 3.053 2.053 3.592  -0.0743
P 2.221 -2.845 2.662  0.8374
O 2.204 -3.877 1.381  -0.2688
O 3.734 -2.610 3.291  -0.2520
H -3.754 0.704 4.121  0.0711
H -2.182 1.466 4.224  0.0591
H -2.786 0.359 5.528  0.0766
H -2.652 -0.792 2.730  0.0539
H -2.525 -1.512 4.292  0.0570
H -0.356 0.369 4.043  0.0547
H -0.322 1.106 2.003  0.1032
H -1.338 0.296 -1.710  0.0877
H -3.472 -0.721 -0.243  0.0574
H 0.783 0.293 -0.593  0.1048
H 1.713 2.406 1.328  0.0785
H 0.329 2.580 0.292  0.1422
H 2.914 0.072 0.956  0.1591
H 2.494 -0.862 -1.149  0.1293
H 2.997 -2.127 -0.067  0.1209
H 0.332 -1.589 -2.386  0.1333
H 1.857 -2.524 -2.419  0.1467
H -0.999 -2.759 -3.632  0.1205
H -1.120 -4.500 -3.405  0.1284
H -2.986 -2.822 -2.272  0.1175
H -1.781 -3.112 -0.967  0.0837
H -3.588 -4.852 -1.885  0.0911
H 2.341 -0.719 4.309  0.0518
H 3.351 -0.261 2.987  0.1047
H 1.413 1.219 4.306  0.0917
H 3.900 1.559 4.066  0.0901
H 3.318 2.573 2.674  0.0635
H 2.736 2.825 4.291  0.0909
H 3.090 -4.051 1.017  0.0779
H 4.108 -3.499 3.408  0.0763
O 7.249 3.515 -6.649  0.1342
C 6.572 3.581 -5.670  -0.4830
O 6.196 4.758 -5.099  0.0282
C 5.481 4.508 -3.880  -0.1706
C 4.957 3.089 -4.010  -0.1756
C 6.038 2.419 -4.852  -0.0746
H 6.172 4.620 -3.040  0.1262
H 4.678 5.234 -3.774  0.1206
H 4.782 2.606 -3.050  0.0871
H 4.015 3.092 -4.561  0.1214
H 6.847 2.019 -4.238  0.1305
H 5.636 1.643 -5.497  0.1241
O -5.395 -1.624 -0.377  0.0929
C -6.265 -0.815 -0.578  -0.4769
O -6.455 0.260 0.205  0.0262
C -7.632 0.978 -0.218  -0.1373
C -7.842 0.572 -1.667  -0.1482
C -7.309 -0.858 -1.675  -0.0674
H -8.465 0.684 0.422  0.1314
H -7.462 2.046 -0.104  0.1292
H -8.875 0.662 -1.994  0.1211
H -7.228 1.195 -2.320  0.1209
H -8.076 -1.584 -1.401  0.1373
H -6.860 -1.125 -2.627  0.1266

2.
Here is an isolated ion of composition C2H3O3 and charge -1 at a distorted geometry from OMol25. Energies are from ωB97M-V/def2-TZVPD.

Summary:
Total charge   -1
ΔE to the lowest compared entry with this formula, charge and spin   0.4274 eV
E   -303.7700 a.u.
SMILES string   COC(=O)[O-]

Last column: Löwdin charge in e.
Geometry (Å):
C -1.373 0.185 -0.022  -0.7462
C 1.038 -0.165 0.027  -0.1726
O -2.458 -0.583 0.003  -0.1635
O -1.229 1.387 -0.196  -0.0264
O -0.256 -0.671 0.098  -0.1306
H 1.284 0.416 -0.806  0.0319
H 1.647 -1.176 0.038  0.1081
H 1.346 0.606 0.857  0.0993

Q: The lowest total charge belongs to which entry?
A: C2H3O3